No. 1
# C30H33BF6MnN5O6S4

A structure of composition C30H33BF6MnN5O6S4 in a non-equilibrium geometry (the ωB97M-V functional and the def2-TZVPD basis, the OMol25 dataset).

HOMO-LUMO gap (spin up / spin down)   6.80 / 7.57 eV
Relative energy (zero: lowest compared OMol25 entry of this formula, charge and spin)   0.0 kcal/mol
Highest occupied orbital energy (spin up / spin down)   -13.3 / -13.3 eV

```
! RIJCOSX wB97M-V def2-TZVPD def2/J DEFGRID3
* xyz 2 5
H 4.59624 0.68572 0.37096
C 1.78905 -0.45942 -0.46367
B -2.39366 -0.12967 -1.23428
C 1.26202 -4.74656 1.58762
C -4.10120 2.73968 -1.20703
H 3.46460 0.32048 -3.18628
C 3.64717 -1.83005 0.18283
H -5.04854 4.17123 2.26308
C -3.67062 -1.92340 -1.34065
H 3.15855 -3.91190 0.06078
C -3.78438 2.75060 1.18721
S 0.87441 2.76548 1.53970
S -0.12146 4.18892 -0.44186
H -4.19808 4.89854 -1.24958
H 4.66041 -1.91258 -0.20622
C 0.92851 -1.54503 0.10517
H -6.07975 5.02515 0.26245
H 5.01643 -0.17776 -5.04820
O -1.14704 4.79303 0.37610
H -3.99080 -3.63503 -2.60158
H 3.47067 1.41948 -0.77982
C 5.38523 -0.14468 -4.03148
H -6.20630 3.38670 0.29026
C -4.87810 4.05292 -1.14639
H -3.03411 2.70808 1.97629
C -4.26699 -3.11096 -1.69689
H 0.54051 -3.40108 3.09671
H -6.32774 -3.34984 0.99408
O 1.96465 1.91114 1.84722
C 6.73098 -0.36784 -3.77132
H -3.59026 2.66731 -2.16636
H 8.25039 -0.50176 -2.26473
C 0.42747 5.50793 -1.62078
O -2.67555 -1.22137 -1.99291
F 1.33211 5.03235 -2.45050
C 4.98691 0.19063 -1.68100
H 2.83884 -3.00507 -1.43144
H 3.68788 -1.83988 1.27603
N -3.12363 2.64860 -0.11912
S -0.55451 -1.15096 0.79986
F -0.76822 3.84583 3.28708
C 7.20268 -0.32527 -2.46836
N 3.08748 -0.56682 -0.29301
C -5.23475 -3.60326 -0.82767
O -0.42824 2.10180 1.33613
Mn -1.19253 1.23464 -0.26942
H 0.60814 -4.59272 -0.44598
H -3.83830 4.90003 1.18903
C -5.57604 -2.92847 0.34068
C 4.51497 0.13367 -2.99009
H -5.63360 4.10906 -1.92795
H -5.21444 -1.21472 1.61313
C 1.64431 -5.03486 3.94648
C -4.96915 -1.72765 0.69224
S 1.08134 0.81093 -1.31237
H 3.05086 -7.56144 2.18729
F -0.68288 5.82951 -2.28534
O -0.63384 3.14371 -1.33589
H -5.72845 -4.53600 -1.06248
H 6.70350 -0.00040 -0.40606
N -5.54340 4.15926 0.19477
C 1.10162 -4.30836 2.89883
C -4.53801 4.07213 1.30712
N 1.42221 -2.76706 0.10694
C 4.03801 0.52156 -0.55350
H 7.41197 -0.56911 -4.58739
C 6.33169 -0.04787 -1.42385
H -0.35762 -3.65242 0.70741
H -4.45772 1.89776 1.30726
O -3.25948 -0.09040 -0.10911
H -2.49749 3.44770 -0.18460
F 1.18632 3.38229 4.08086
H -4.78396 1.88826 -1.12657
H 2.75437 -6.77936 4.51390
C 0.64763 -3.96824 0.45081
C 2.34731 -6.20500 3.69266
N 1.16711 3.75217 0.34192
C 1.96894 -5.91793 1.33849
H 2.08095 -6.27692 0.32072
C -4.01722 -1.24405 -0.17764
C 2.80012 -2.96624 -0.33840
C 2.51002 -6.64628 2.38804
C 0.54053 3.85291 3.03808
F 0.88611 6.55680 -0.97787
F 0.93467 5.08506 2.77481
H 1.51213 -4.69338 4.96463
*
```

***

No. 2
# C3H8NO2

A cluster of 2 separate species, C3H8NO2 in total in a non-equilibrium geometry (the ωB97M-V functional and the def2-TZVPD basis, the OMol25 dataset).

HOMO-LUMO gap (spin up / spin down)   8.56 / 8.56 eV
Relative energy (zero: lowest compared OMol25 entry of this formula, charge and spin)   149.8 kcal/mol
Highest occupied orbital energy (spin up / spin down)   -14.1 / -14.1 eV

```
! RIJCOSX wB97M-V def2-TZVPD def2/J DEFGRID3
* xyz 1 1
H -0.54963 -1.17641 -2.61347
H 0.49649 1.90818 -0.21266
O -1.58544 -0.93038 -0.12460
H -0.44994 0.61853 -2.61618
H 1.66341 0.44276 0.09611
H 1.69662 0.10067 2.65480
H 0.93674 -1.11907 1.83595
C -0.97659 -0.31871 -2.27972
H -2.08817 -0.24093 -2.70639
N -0.81154 -0.42716 -0.87986
C 0.82692 0.96826 0.32247
O 0.14103 0.77809 1.35835
C 0.78012 -0.17374 2.25363
H -0.08001 -0.43010 2.91159
*
```

***

No. 3
# C14H33N5OPd

A structure of composition C14H33N5OPd (the ωB97M-V functional and the def2-TZVPD basis, the OMol25 dataset).

HOMO-LUMO gap   6.08 eV
Relative energy (zero: lowest compared OMol25 entry of this formula, charge and spin)   15.8 kcal/mol
Highest occupied orbital energy   -5.3 eV

```
! RIJCOSX wB97M-V def2-TZVPD def2/J DEFGRID3
* xyz 0 1
H 1.01935 3.07553 -2.10464
C -0.91305 -0.52136 2.98776
H 4.36289 4.58860 -2.40370
H -1.96517 1.12838 3.84147
C -3.36601 -0.56574 0.08069
H 1.63962 1.84033 -3.19387
H -2.30142 2.59685 2.13855
H -1.61839 2.24886 -0.11027
H 2.63508 4.65659 -2.08153
Pd -0.12078 0.17709 -0.69290
H 1.65180 -3.44055 0.58457
N 3.62366 2.86491 -1.50886
H -1.45187 -1.39177 3.37681
C 2.66426 1.91033 -1.32352
H 2.14479 -1.74266 0.62089
H -2.92887 0.24693 2.69612
H -0.16274 -0.26817 3.75538
H 0.56491 1.34919 -1.82928
H 1.08117 -2.24702 2.65872
N -0.30417 -0.91290 1.73441
H -0.62175 2.09265 1.94656
H -2.28966 -2.67549 0.90420
H -4.39520 -0.78728 -0.24287
C 1.28052 -2.40494 0.54362
C -0.09093 -3.13781 -1.43302
H -0.38848 -2.71017 -2.39290
C -1.65665 1.75414 1.84748
O 2.85999 0.99406 -0.53608
H -3.39569 -3.18638 -0.35133
C -2.40802 -2.72990 -0.17982
C -1.92401 0.63813 2.86510
C 1.40366 2.05621 -2.14927
H 5.58806 3.43073 -1.10680
H -1.00099 -4.31865 0.10496
H 0.54845 -4.00707 -1.65395
H -3.29859 -0.87724 1.12252
C 4.84609 2.72930 -0.73127
C 3.44831 4.00080 -2.40062
H 4.67043 2.92752 0.32825
C -3.17101 0.95054 0.00992
H -3.31354 1.27086 -1.02396
C -1.33155 -3.69197 -0.72764
C 0.40949 -2.17397 1.78719
H 3.24819 3.68551 -3.42624
H 1.34912 -1.72101 -1.36649
H -0.32284 -2.98252 1.89831
H 5.23350 1.71556 -0.81419
N -2.37298 -1.34655 -0.63926
N -1.85670 1.43086 0.42822
H 0.31948 -0.17681 1.38208
N 0.65353 -2.09959 -0.73921
H -3.97886 1.40674 0.60356
H -2.50262 -1.27363 -1.64079
H -1.79382 -4.37608 -1.44306
*
```

***

Please write out number 2 again, unchanged.
# C3H8NO2

A cluster of 2 separate species, C3H8NO2 in total in a non-equilibrium geometry (the ωB97M-V functional and the def2-TZVPD basis, the OMol25 dataset).

HOMO-LUMO gap (spin up / spin down)   8.56 / 8.56 eV
Relative energy (zero: lowest compared OMol25 entry of this formula, charge and spin)   149.8 kcal/mol
Highest occupied orbital energy (spin up / spin down)   -14.1 / -14.1 eV

```
! RIJCOSX wB97M-V def2-TZVPD def2/J DEFGRID3
* xyz 1 1
H -0.54963 -1.17641 -2.61347
H 0.49649 1.90818 -0.21266
O -1.58544 -0.93038 -0.12460
H -0.44994 0.61853 -2.61618
H 1.66341 0.44276 0.09611
H 1.69662 0.10067 2.65480
H 0.93674 -1.11907 1.83595
C -0.97659 -0.31871 -2.27972
H -2.08817 -0.24093 -2.70639
N -0.81154 -0.42716 -0.87986
C 0.82692 0.96826 0.32247
O 0.14103 0.77809 1.35835
C 0.78012 -0.17374 2.25363
H -0.08001 -0.43010 2.91159
*
```